Record 1
94
Properties=species:S:1:pos:R:3:lowdin_charge:R:1 method="wB97M-V/def2-TZVPD" gap_ev="4.2 / 4.2" e_homo_ev="-3.88 / -3.88" e_lumo_ev="0.35 / 0.33" total_charge=-1
Ni -0.08484 -1.31208 0.14115 0.5541
I -1.38580 -8.84077 -5.26901 0.8067
C -1.30191 -6.98223 -4.27933 -0.7301
C -0.18375 -6.17486 -4.40778 -0.1514
C -0.15612 -4.94626 -3.77766 -0.0238
C -1.24338 -4.47191 -3.01357 -0.1432
C -2.32987 -5.35439 -2.85669 -0.0185
C -2.36688 -6.58138 -3.48880 -0.1553
C -1.17223 -3.19979 -2.32949 -0.0354
C -2.13217 -2.75878 -1.37331 -0.2071
C -3.55876 -2.86786 -1.44564 -0.0100
C -4.06888 -2.08603 -0.45408 0.0201
C -2.95727 -1.57716 0.28134 -0.2212
C -2.99996 -0.95181 1.51832 -0.0616
C -4.24576 -0.29344 1.98740 -0.1929
C -4.32985 1.08542 1.78395 0.0141
C -5.44758 1.78979 2.20318 -0.1340
C -6.47955 1.10790 2.82777 -0.7216
I -8.17343 2.18282 3.48234 0.8055
C -6.41377 -0.25650 3.04507 -0.1585
C -5.28863 -0.95338 2.62387 -0.0349
C -1.87595 -0.90145 2.34871 -0.2084
N -0.59757 -1.11089 1.93384 0.0705
C 0.18633 -1.11040 3.04710 -0.2012
C 1.58385 -1.01534 2.98914 -0.0427
C 2.42654 -1.09634 4.19733 -0.1766
C 3.53271 -1.95124 4.19057 -0.0280
C 4.37165 -2.05953 5.28688 -0.1498
C 4.10715 -1.29719 6.41196 -0.7243
I 5.38568 -1.43499 8.08325 0.8113
C 3.03141 -0.42744 6.44524 -0.1464
C 2.19949 -0.32913 5.34088 -0.0227
C 2.20857 -0.65503 1.78287 -0.2158
C 3.45982 0.04847 1.71466 0.0108
C 3.55507 0.56003 0.46315 0.0136
C 2.41827 0.08760 -0.26860 -0.2150
N 1.61439 -0.64041 0.56264 0.0695
C 2.16843 0.24197 -1.63538 -0.0536
C 1.25201 -0.58234 -2.29003 -0.2252
C 1.23259 -0.85466 -3.69046 0.0113
C 0.41658 -1.93430 -3.87087 -0.0170
C -0.11623 -2.27179 -2.58744 -0.2210
N 0.39940 -1.44494 -1.65194 0.0537
C 2.87724 1.27541 -2.41839 -0.1761
C 4.26217 1.31563 -2.56397 -0.0354
C 4.87399 2.34957 -3.25540 -0.1543
C 4.08940 3.34693 -3.80715 -0.7168
I 5.01721 4.93434 -4.84696 0.7993
C 2.71027 3.32210 -3.69533 -0.1436
C 2.11021 2.28283 -3.00410 -0.0072
C -0.64414 -1.00817 4.21401 0.0011
C -1.91403 -0.80360 3.77492 0.0161
N -1.79229 -1.98507 -0.31779 0.0532
H 0.67086 -6.50291 -4.98397 0.0933
H 0.73789 -4.34461 -3.84221 0.1043
H -3.15317 -5.07523 -2.21661 0.0897
H -3.22488 -7.22854 -3.36509 0.0913
H -4.12485 -3.39242 -2.19777 0.1032
H -5.10701 -1.90853 -0.22203 0.1142
H -3.50867 1.60882 1.30415 0.1275
H -5.50170 2.85880 2.05059 0.0979
H -7.22087 -0.77861 3.54071 0.0887
H -5.22454 -2.01972 2.80602 0.1221
H 3.72928 -2.54077 3.30388 0.1248
H 5.21449 -2.73636 5.25947 0.0919
H 2.84447 0.18017 7.32011 0.0931
H 1.39751 0.39595 5.34571 0.1218
H 4.14274 0.18945 2.53569 0.1127
H 4.32698 1.20368 0.08011 0.1071
H 1.80337 -0.32659 -4.43721 0.1157
H 0.15649 -2.39937 -4.80812 0.1114
H 4.86819 0.51321 -2.16323 0.1182
H 5.95009 2.37310 -3.36071 0.0885
H 2.10591 4.10742 -4.12712 0.0967
H 1.03591 2.26840 -2.87595 0.1164
H -0.30860 -1.06701 5.23469 0.1005
H -2.80680 -0.63846 4.35616 0.1133
N -1.88985 1.02868 -1.87803 0.0342
H -1.65402 0.44762 -1.07980 -0.0435
H -1.66027 1.97216 -1.57862 -0.0520
H -1.23352 0.77782 -2.60845 -0.0142
C 2.21384 6.66931 -1.82273 -0.0514
C 1.12254 6.20314 -0.89889 -0.3733
C 0.22975 7.10857 -0.32547 -0.0703
C -0.72531 6.56037 0.51469 -0.1894
N -0.82031 5.26646 0.77092 0.0150
C 0.07262 4.44210 0.16630 -0.9226
S -0.01781 2.75658 0.45475 0.4489
N 1.04827 4.90289 -0.66413 0.0667
H 2.76258 7.50519 -1.38543 0.0724
H 1.78496 7.00226 -2.77135 0.0759
H 2.89882 5.84658 -2.01412 0.0504
H 0.29025 8.17178 -0.51836 0.0870
H -1.45546 7.19075 1.01909 0.0914

Record 2
67
Properties=species:S:1:pos:R:3:lowdin_charge:R:1 method="wB97M-V/def2-TZVPD" gap_ev="2.7 / 4.1" spin_multiplicity=2 e_homo_ev="-0.84 / -2.25" s_squared=0.76 e_lumo_ev="1.88 / 1.84" total_charge=-1
Na 0.41196 -1.83065 0.22112 0.1751
O -0.09074 -2.53985 2.11552 -0.0095
C -0.32954 -1.38335 2.40142 -0.2137
C 0.22926 -0.19635 2.74232 -0.2511
C 0.38576 0.05285 4.15892 -0.0746
C 0.50336 1.30825 4.65702 -0.1332
C 0.48466 2.43535 3.81542 -0.1436
C 0.43506 2.23865 2.45402 -0.1492
C 0.31546 0.97425 1.88672 -0.3480
P 0.42446 0.82335 0.09682 1.1335
C -0.88744 1.95565 -0.49088 -0.3696
C -1.97634 2.33105 0.29302 -0.0809
C -3.00754 3.07525 -0.24738 -0.0938
C -2.97684 3.45795 -1.58158 -0.1139
C -1.90214 3.08185 -2.37598 -0.1033
C -0.87914 2.32755 -1.84018 -0.1407
C 1.90006 1.85785 -0.27118 -0.3306
C 1.86816 3.19385 -0.67368 -0.1094
C 3.03496 3.86365 -0.99138 -0.1047
C 4.26016 3.22705 -0.88318 -0.1097
C 4.30826 1.90555 -0.45798 -0.0865
C 3.14166 1.22705 -0.16908 -0.0794
H 0.40866 -0.80895 4.81602 0.1056
H 0.63886 1.44455 5.72352 0.0910
H 0.55796 3.43065 4.23152 0.0727
H 0.50106 3.09485 1.79002 0.0981
H -2.01204 2.01795 1.32742 0.1096
H -3.84974 3.35965 0.37102 0.1000
H -3.79304 4.02745 -2.00658 0.0942
H -1.87084 3.38085 -3.41588 0.0987
H -0.05084 2.01125 -2.46308 0.1102
H 0.92476 3.71585 -0.76058 0.0935
H 2.98506 4.89125 -1.33268 0.0940
H 5.17166 3.75335 -1.13338 0.0904
H 5.26346 1.40285 -0.36868 0.1003
H 3.16836 0.18215 0.10692 0.0819
O 2.34346 -1.98925 -0.09938 -0.2653
N 2.81296 -2.86195 0.74872 -0.2696
C 3.05566 -4.14555 0.33702 -0.0941
C 3.45206 -5.11525 1.20882 -0.1429
C 3.65156 -4.81045 2.56022 -0.1687
C 3.41586 -3.47965 2.96102 -0.1233
C 3.00036 -2.54855 2.06072 -0.0823
H 2.91646 -4.31125 -0.71858 0.0928
H 3.63336 -6.11725 0.84202 0.0842
H 3.95336 -5.56375 3.26742 0.0597
H 3.55596 -3.19215 3.99312 0.0871
H 2.78056 -1.52595 2.32332 0.1140
O -1.51294 -1.61455 -0.27378 0.0177
C -2.24454 -2.14885 -1.11648 -0.3947
C -1.73744 -2.52255 -2.48608 -0.0903
C -1.87564 -1.23135 -3.31128 -0.1684
C -3.29744 -0.64755 -3.31068 -0.1818
C -3.70664 0.04245 -1.99928 -0.1771
C -4.29524 -0.90565 -0.94158 -0.1711
N -3.63854 -2.20795 -0.97138 0.0567
H -2.32834 -3.33065 -2.92838 0.1189
H -0.68674 -2.81745 -2.43428 0.1231
H -1.56814 -1.42555 -4.34318 0.1136
H -1.19044 -0.49215 -2.88968 0.1094
H -4.01614 -1.43135 -3.57008 0.1092
H -3.34554 0.09735 -4.10798 0.1065
H -4.43354 0.83025 -2.20918 0.1098
H -2.82084 0.51095 -1.57598 0.0762
H -5.36104 -1.08025 -1.11308 0.1160
H -4.16644 -0.46915 0.05112 0.1197
H -4.04314 -2.78535 -1.69878 0.1116

Record 3
65
Properties=species:S:1:pos:R:3:lowdin_charge:R:1 method="wB97M-V/def2-TZVPD" gap_ev="6.8 / 5.1" e_homo_ev="-20.47 / -20.54" e_lumo_ev="-13.72 / -15.46" total_charge=+4
Pb 0.17507 -0.02981 0.19564 1.0448
P -1.86428 0.05037 -1.79192 0.7203
P 2.24144 -1.36590 -1.28275 0.7255
P 1.11297 2.40204 -0.95308 0.6847
H 0.37162 0.52210 3.33972 0.0787
C 0.04402 1.45202 2.84953 -0.0775
C -1.21812 1.59765 2.41026 -0.0522
H -1.94288 0.78368 2.50801 0.0828
C -3.16750 -1.19566 -1.51896 -0.2397
C -1.56305 -0.21613 -3.57835 -0.2214
C -2.91936 1.54418 -1.88995 -0.2256
C 3.80364 -1.51588 -0.34502 -0.2359
C 1.86888 -3.13210 -1.56963 -0.2226
C 2.88949 -0.88429 -2.92070 -0.2204
C 0.36353 3.88490 -0.18957 -0.2314
C 1.06701 2.81745 -2.73094 -0.2253
C 2.87854 2.69044 -0.56103 -0.2750
H 0.79481 2.25629 2.81339 0.0790
H -1.60868 2.54576 2.03027 0.0866
H -3.57618 -1.08951 -0.50952 0.0622
H -2.74739 -2.19878 -1.64063 0.0634
H -3.97323 -1.05136 -2.25188 0.0861
H -1.12872 -1.21173 -3.73368 0.0589
H -0.87283 0.54528 -3.96434 0.0472
H -2.52324 -0.14905 -4.11542 0.0905
H -3.39066 1.72819 -0.91641 0.0664
H -3.69899 1.36863 -2.64829 0.0878
H -2.31767 2.41735 -2.17464 0.0429
H 4.48972 -2.14871 -0.92562 0.0829
H 3.60234 -1.99334 0.62394 0.0647
H 4.26615 -0.53334 -0.17802 0.0321
H 2.77400 -3.63920 -1.93872 0.0875
H 1.06887 -3.22741 -2.31593 0.0649
H 1.54924 -3.60447 -0.62941 0.0619
H 3.63088 -1.63772 -3.22730 0.0889
H 3.37023 0.10225 -2.86249 0.0476
H 2.07404 -0.85488 -3.65711 0.0614
H 0.94153 4.78398 -0.45678 0.0833
H 0.34355 3.76689 0.90277 0.0380
H -0.66388 3.98509 -0.56349 0.0600
H 1.57769 3.77914 -2.89903 0.0869
H 0.02068 2.89791 -3.05701 0.0487
H 1.57157 2.03126 -3.30912 0.0465
H 3.14184 3.72428 -0.83786 0.0807
H 3.50917 1.98456 -1.12247 0.0420
H 3.03760 2.55090 0.51713 0.0428
C 6.91055 1.86876 1.02280 -0.2065
C 8.04362 1.71348 1.85895 0.0748
C 8.10653 2.45905 3.03467 0.0320
C 7.08936 3.36915 3.36226 0.0595
C 6.03691 3.58878 2.46680 0.0126
C 5.97437 2.88015 1.26919 0.0369
O 6.59749 0.98864 0.02092 0.1405
H 7.30316 0.32430 -0.06021 0.1504
H 8.82919 1.00193 1.59283 0.1527
H 8.95493 2.33029 3.70863 0.1499
H 7.12055 3.91684 4.30553 0.1536
H 5.25328 4.31649 2.68979 0.1377
H 5.18607 3.05809 0.53475 0.1000
C -0.19931 -2.93733 2.46375 -0.0949
O -0.93917 -2.18009 1.48286 -0.2933
H 0.86558 -2.78185 2.25140 0.0728
H -0.39687 -4.02243 2.42207 0.1155
H -0.45617 -2.56668 3.46158 0.0990
H -1.77060 -2.63141 1.26219 0.1047

Record 4
66
Properties=species:S:1:pos:R:3:lowdin_charge:R:1 method="wB97M-V/def2-TZVPD" gap_ev="4.8 / 5.8" spin_multiplicity=2 e_homo_ev="-0.77 / -1.80" s_squared=0.76 e_lumo_ev="4.04 / 4.04" total_charge=-2
Re -1.23177 0.31966 0.08660 1.5803
O -2.81102 -2.78310 2.22026 0.0301
C -2.55172 -1.72132 1.66948 -0.6114
O -1.38205 -1.21226 1.54047 -0.1606
C -3.66103 -0.84728 1.13806 -0.1751
C -4.96966 -1.26609 1.21251 -0.0086
C -5.96035 -0.40133 0.77755 -0.0583
C -5.60451 0.86141 0.35338 -0.0165
C -4.26971 1.24949 0.31004 -0.1182
N -3.29861 0.36620 0.64469 0.0403
C -3.97633 2.73817 -0.05094 -0.6748
O -5.01318 3.39632 -0.26436 -0.0626
O -2.79222 3.08377 -0.05665 -0.0418
H -5.16117 -2.25655 1.59944 0.1125
H -7.00184 -0.70212 0.79063 0.0962
H -6.32487 1.61111 0.05757 0.1049
Cl 3.09541 2.71709 -5.49128 0.5907
C 2.34519 2.00016 -4.07658 -0.6710
C 3.16250 1.40293 -3.10402 -0.1371
C 2.60310 0.82514 -2.00252 -0.5442
Cl 3.63264 0.12956 -0.79421 0.7424
C 1.17864 0.77797 -1.78622 -0.3535
O 0.72142 0.18002 -0.76937 -0.1703
C 0.39909 1.44881 -2.77890 -0.1204
C -1.02941 1.50890 -2.70145 -0.1430
O -1.74953 1.13733 -1.77078 -0.1061
C 0.99367 2.02683 -3.91406 -0.0727
H 4.23770 1.40581 -3.22120 0.0974
H -1.54531 1.93668 -3.57217 0.1422
H 0.35950 2.49254 -4.65891 0.1114
C 1.62134 -0.40869 2.19934 -0.0614
C 1.85028 1.07211 2.12075 -0.2414
C 3.04775 1.64891 2.51231 -0.1024
C 3.27909 3.01258 2.37766 -0.1337
C 2.28454 3.80740 1.82088 -0.0892
C 1.06828 3.27738 1.41468 -0.2244
C 0.00975 4.12650 0.78107 -0.0593
C 0.83208 1.89285 1.58573 -0.2838
N -0.37118 1.34591 1.24552 -0.1048
H 2.43985 -0.89703 2.73444 0.0678
H 1.55200 -0.84021 1.19470 0.0512
H 0.67678 -0.64418 2.68916 0.0682
H 3.82443 1.00669 2.91809 0.0940
H 4.22361 3.44534 2.68591 0.0761
H 2.45547 4.87172 1.68767 0.0916
H 0.29941 5.18007 0.79470 0.0663
H -0.95963 4.00493 1.26333 0.0643
H -0.17161 3.82878 -0.25643 0.0715
C 3.24561 -4.46318 1.59243 -0.0632
C 2.15176 -4.00946 0.66076 -0.2880
C 2.46202 -3.42970 -0.56348 -0.0649
C 1.46449 -2.93149 -1.38852 -0.0644
C 0.14075 -3.02983 -0.99698 -0.2601
C -0.19171 -3.61797 0.21701 -0.0430
C 0.81473 -4.10037 1.03670 -0.0326
S -1.15408 -2.35509 -2.01142 0.4982
O -2.01338 -3.45589 -2.37657 -0.3158
O -0.51635 -1.65644 -3.10779 -0.3140
O -1.88546 -1.42565 -1.08806 -0.4386
H 4.09985 -4.85905 1.04038 0.0674
H 2.88902 -5.23593 2.27504 0.0676
H 3.60324 -3.62633 2.19820 0.0734
H 3.49930 -3.33095 -0.86198 0.1007
H 1.70157 -2.44296 -2.32342 0.1083
H -1.22242 -3.66076 0.54163 0.1030
H 0.55424 -4.52586 1.99952 0.1130

Record 5
17
Properties=species:S:1:pos:R:3:lowdin_charge:R:1 method="wB97M-V/def2-TZVPD" gap_ev=8.9 e_homo_ev=-8.34 smiles=C1CCSSC1.O e_lumo_ev=0.58
S 1.32989 -0.06750 2.89284 0.5097
S -0.46345 -0.98215 2.40378 0.5274
C 1.29168 1.32016 1.79515 -0.5952
C -0.27234 -1.28495 0.67794 -0.6170
C 1.33620 0.74010 0.38011 -0.2798
C 0.00000 0.00000 0.00000 -0.3100
H 0.31996 1.80522 2.00947 0.0724
H 2.09046 2.05275 2.02030 0.0852
H -1.18559 -1.84377 0.39660 0.0806
H 0.59207 -1.96338 0.54384 0.0846
H 2.27500 0.17750 0.21406 0.1118
H 1.34929 1.62173 -0.28923 0.1052
H -0.00365 -0.23456 -1.08186 0.1126
H -0.89794 0.61067 0.21501 0.1117
O -4.01398 -2.34336 -1.66448 -0.0912
H -4.11868 -1.98966 -2.57672 0.0468
H -3.44106 -3.13636 -1.77016 0.0450